ORCA calculation (ωB97M-V/def2-TZVPD) on 5 unconnected molecules or ions with the total composition C30H54NO11.

The geometry in XYZ format:
```
96
Properties=species:S:1:pos:R:3:mulliken_charge:R:1
O 0.572 -3.709 3.207 -0.600
O 2.203 0.355 1.819 -0.336
O -4.326 2.841 -1.125 -0.572
O -1.549 -7.679 6.278 -0.564
O 3.850 1.416 -1.750 -0.548
O -6.235 4.001 -1.094 -0.377
O 2.086 -3.142 4.738 -0.289
O 1.569 2.339 2.598 -0.623
O 0.606 4.221 -1.251 -0.207
O 0.645 -8.038 6.528 -0.333
O -2.801 2.223 -4.095 -0.201
N 2.379 2.792 -0.645 0.670
C 0.940 -3.764 4.346 0.475
C 1.024 -3.840 6.718 -0.595
C 1.221 0.090 -4.181 0.053
C -5.401 3.064 -1.601 0.560
C -2.468 0.942 -3.608 -0.586
C -6.060 2.383 -2.786 0.063
C -2.029 2.668 -5.191 -1.222
C 2.839 -0.846 2.333 -0.178
C -7.190 3.346 -3.144 -0.605
C 1.596 -9.047 6.139 -0.413
C -0.725 5.384 -2.903 -0.874
C 3.814 2.671 -1.156 -0.443
C 1.747 4.184 -0.518 -0.562
C 0.323 -4.485 5.522 -0.092
C -0.499 2.646 -5.003 1.906
C 2.131 1.292 2.789 0.499
C 1.623 1.704 -1.355 -0.721
C 2.817 0.797 4.042 -0.441
C -0.608 -8.403 6.143 0.586
C 0.268 1.715 -5.969 -1.226
C 0.661 4.891 -2.519 -0.166
C -7.492 3.984 -1.792 -0.464
C 2.597 1.359 -2.468 1.137
C 2.367 -3.438 6.121 -0.464
C 2.365 0.048 -3.163 -1.377
C 1.493 1.008 -5.387 -0.790
C -1.823 4.448 -2.395 -0.897
C 0.783 -10.327 5.980 -0.477
C 3.657 -0.372 3.525 -0.391
C -0.566 -9.783 5.515 -0.472
H -8.059 2.872 -3.595 0.342
H 2.441 2.471 0.328 -0.154
H 0.283 0.338 -3.679 -0.189
H 3.099 -4.248 6.155 0.259
H 3.824 -1.160 4.254 0.193
H 2.798 -2.553 6.584 0.320
H -2.790 4.734 -2.808 0.358
H -5.336 2.233 -3.583 -0.088
H 1.130 -0.933 -4.552 0.472
H 2.503 4.915 -0.822 0.455
H 4.508 2.657 -0.317 0.325
H 1.241 -11.038 5.297 0.325
H -2.077 0.290 -4.399 0.367
H 2.065 -8.735 5.203 0.263
H 1.539 4.328 0.542 0.252
H -6.821 4.104 -3.836 0.268
H -0.890 6.391 -2.516 0.448
H -1.413 -10.373 5.851 0.306
H -7.857 5.006 -1.864 0.342
H 2.358 -9.113 6.911 0.310
H 1.019 4.199 -3.294 0.002
H 3.400 1.594 4.495 0.356
H -0.408 0.983 -6.423 0.468
H 4.041 3.500 -1.834 0.342
H -1.915 4.473 -1.311 0.534
H 2.058 -1.553 2.614 0.074
H 0.559 -5.548 5.443 -0.084
H -3.365 0.498 -3.180 0.377
H 2.120 -0.699 -2.399 0.395
H 2.628 2.229 -3.145 -0.003
H -0.153 3.662 -5.216 0.469
H 4.629 -0.005 3.191 0.313
H 0.669 -10.813 6.950 0.262
H 0.476 -2.949 7.027 0.281
H -8.201 3.397 -1.206 0.255
H 0.623 1.964 -1.689 0.122
H 1.375 5.720 -2.474 0.506
H -6.433 1.412 -2.453 0.281
H 2.280 1.732 -5.152 0.314
H -0.612 -9.663 4.431 0.251
H -0.235 2.443 -3.960 -1.298
H 0.629 2.329 -6.800 0.358
H 2.044 0.474 4.742 0.231
H 3.293 -0.291 -3.630 0.286
H -0.754 -4.351 5.537 0.391
H -2.344 3.701 -5.348 0.209
H -2.301 2.123 -6.107 0.471
H 1.909 0.378 -6.178 0.478
H -0.771 5.413 -3.995 0.293
H 1.586 0.881 -0.641 0.301
H 1.120 -4.493 7.582 0.366
H -1.719 1.002 -2.808 0.052
H -1.640 3.417 -2.710 -0.023
H 3.445 -1.285 1.544 0.357
```

Calculated values
Lowest unoccupied orbital energy   -1.84 eV
Highest occupied orbital energy   -0.4284 hartree
Calculated total energy   -2057.68662 Eh
Total charge   +1
Gap between HOMO and LUMO   9.8197 eV

=====

ORCA calculation (ωB97M-V/def2-TZVPD) on 6 unconnected molecules or ions with the total composition C30H55ClN10.

The geometry in XYZ format:
```
96
Properties=species:S:1:pos:R:3:mulliken_charge:R:1
Cl 12.150 -7.664 30.198 -0.999
N 4.768 -10.735 28.130 0.120
N 12.090 -12.668 39.815 0.163
N 11.177 -4.287 21.102 0.164
N 19.199 -8.546 34.793 0.095
N 12.968 0.112 30.345 0.091
N 11.585 -4.167 18.923 0.156
N 12.837 -13.217 41.881 0.147
N 4.879 -9.651 30.068 0.182
N 19.685 -9.612 36.615 0.086
N 10.797 -0.055 30.400 0.103
C 18.905 -11.918 37.643 -1.053
C 12.903 -14.330 41.023 -0.467
C 10.201 -3.574 20.494 -0.298
C 19.211 -7.631 35.827 -0.547
C 3.675 -10.363 29.982 -0.258
C 9.376 -0.848 32.308 -1.188
C 18.774 -8.174 33.451 -0.843
C 11.912 -0.646 30.735 -0.080
C 11.124 1.071 29.723 -0.272
C 11.518 -4.371 16.358 -1.127
C 12.245 -12.243 41.094 -0.087
C 11.251 -4.580 22.495 -0.752
C 4.443 -8.120 32.013 -1.266
C 11.747 -11.825 38.727 -0.637
C 12.317 -4.095 17.723 -0.481
C 12.504 -13.987 39.796 -0.334
C 13.187 -13.167 43.257 -0.816
C 3.526 -10.915 28.764 -0.497
C 9.462 -0.494 30.793 -0.329
C 12.522 1.232 29.673 -0.436
C 14.329 -0.065 30.788 -0.846
C 12.119 -4.562 20.093 -0.148
C 5.007 -11.230 26.800 -0.921
C 19.951 -10.769 37.540 -0.512
C 19.615 -9.692 35.251 -0.005
C 13.053 -11.300 37.964 -0.867
C 19.428 -8.332 36.983 -0.091
C 5.538 -9.858 28.884 -0.067
C 10.318 -3.597 19.144 -0.372
C 5.440 -8.977 31.215 -0.256
H 11.975 -11.233 41.365 0.358
H 9.587 -1.903 32.483 0.367
H 9.150 -1.244 30.066 0.300
H 18.753 -9.036 32.784 0.325
H 5.945 -10.803 26.443 0.338
H 14.269 -13.209 43.376 0.330
H 13.148 1.959 29.176 0.426
H 13.184 -4.756 17.704 0.360
H 11.441 -5.442 16.174 0.323
H 11.912 -1.554 31.320 0.383
H 11.204 -10.972 39.135 0.297
H 17.780 -7.747 33.583 0.361
H 8.862 0.414 30.725 0.317
H 11.003 -5.624 22.688 0.313
H 13.140 -4.822 20.331 0.356
H 19.186 -12.492 36.761 0.339
H 12.294 -4.437 22.775 0.319
H 4.295 -10.848 26.068 0.369
H 5.159 -12.308 26.855 0.348
H 17.840 -11.717 37.525 0.338
H 14.932 0.093 29.894 0.316
H 19.316 -8.012 38.009 0.405
H 2.979 -10.365 30.807 0.366
H 10.690 -3.889 23.125 0.317
H 3.946 -7.309 31.481 0.354
H 13.234 -15.310 41.332 0.445
H 9.998 -0.189 32.915 0.377
H 12.703 -14.021 43.731 0.355
H 12.817 -12.262 43.740 0.330
H 13.461 -10.540 38.631 0.275
H 14.611 0.664 31.547 0.355
H 19.919 -10.286 38.516 0.264
H 11.053 -12.320 38.048 0.397
H 14.472 -1.054 31.224 0.330
H 3.635 -8.724 32.427 0.367
H 9.753 -3.036 18.414 0.368
H 9.598 -2.992 21.175 0.397
H 18.956 -6.584 35.753 0.410
H 5.936 -9.678 31.886 0.283
H 19.518 -7.488 33.045 0.332
H 2.685 -11.415 28.307 0.443
H 6.566 -9.566 28.732 0.403
H 6.152 -8.227 30.870 0.322
H 20.992 -11.028 37.347 0.387
H 10.314 1.666 29.328 0.414
H 19.706 -10.624 34.712 0.362
H 13.574 -12.257 37.958 0.269
H 13.003 -11.001 36.917 0.390
H 12.823 -3.130 17.717 0.381
H 10.580 -3.843 16.188 0.354
H 12.101 -3.964 15.531 0.371
H 12.489 -14.505 38.849 0.453
H 19.009 -12.512 38.551 0.347
H 8.304 -0.805 32.498 0.371
H 4.969 -7.784 32.907 0.371
```

Calculated values
Energy relative to the best compared isomer or geometry (same formula, charge and spin)   44.3 kcal per mole
Lowest unoccupied orbital energy   -6.17 eV
Highest occupied orbital energy   -0.4111 hartree
Calculated total energy   -2182.59629 Eh
Total charge   +4
Gap between HOMO and LUMO   5.0121 eV

=====

ORCA calculation (ωB97M-V/def2-TZVPD) on 3 unconnected molecules or ions with the total composition C30H56ClFN7O5P3S.

The geometry in XYZ format:
```
104
Properties=species:S:1:pos:R:3:mulliken_charge:R:1
Cl -3.287 -2.977 -0.457 -0.401
S 1.349 -1.876 -1.695 -0.294
P -6.220 -3.430 3.939 0.865
P 1.159 1.888 0.140 0.903
P 5.111 5.094 -3.888 0.931
F 2.714 -1.753 6.268 -0.338
O 1.139 3.325 -0.154 -0.764
O 6.438 4.499 -4.284 -0.904
O 0.555 1.676 1.625 -0.545
O 0.206 1.128 -0.903 -0.467
O -4.921 -3.967 3.395 -0.874
N 3.231 -0.102 0.074 0.339
N 4.999 6.307 -5.122 0.153
N -6.561 -2.282 2.687 0.145
N -7.330 -2.600 4.965 0.054
N 4.082 3.710 -4.036 0.399
N -7.172 -4.871 3.977 0.213
N 3.913 5.931 -2.982 0.086
C 4.171 6.203 -6.301 -1.072
C -1.364 -3.519 -2.272 -1.168
C 2.231 -0.890 0.715 -1.012
C 5.693 -0.808 -2.590 -0.735
C 3.121 5.222 -1.959 -1.155
C 1.297 -1.560 2.866 0.644
C -7.061 -1.180 5.251 -1.072
C 3.385 3.342 -5.249 -1.028
C 4.609 2.528 -3.373 -1.386
C 0.388 -2.371 2.198 -1.340
C -6.483 -5.991 4.609 -1.126
C 6.265 6.960 -5.436 -1.148
C 2.902 1.350 0.018 0.682
C -7.993 -5.327 2.876 -0.978
C -7.530 -2.480 1.633 -1.085
C 5.065 -0.372 -1.440 -0.080
C 4.960 -1.566 -3.503 -0.713
C -5.384 -1.581 2.183 -0.824
C -1.555 -2.790 -0.917 0.779
C 3.650 -1.882 -3.196 -0.708
C 2.203 -0.838 2.106 -0.199
C 2.740 -1.417 4.928 -0.362
C 3.025 -1.442 -2.034 1.143
C -0.670 -3.391 0.203 -1.868
C 0.379 -2.467 0.807 0.577
C 3.735 -0.655 -1.140 -0.583
C -7.952 -3.272 6.117 -1.029
C 4.184 7.324 -2.591 -1.099
C 1.317 -1.455 4.376 -0.880
C 1.311 -1.726 0.076 1.408
H -5.784 -6.489 3.926 0.305
H -7.238 -3.862 6.693 0.296
H 3.408 7.971 -3.005 0.259
H 3.796 1.831 -3.142 0.375
H -4.839 -2.166 1.434 0.055
H 4.200 7.451 -1.507 0.477
H -4.692 -1.356 2.996 0.348
H 6.728 -0.550 -2.764 0.421
H -5.676 -0.625 1.741 0.463
H 4.064 3.174 -6.097 0.305
H 5.143 7.675 -2.963 0.332
H 6.877 6.377 -6.135 0.328
H -0.036 0.909 1.622 0.325
H -7.590 -1.584 1.010 0.354
H 2.356 4.617 -2.437 0.278
H -7.908 -0.578 4.915 0.248
H 3.089 -2.480 -3.906 0.411
H 5.354 2.004 -3.985 0.313
H -7.418 -5.490 1.954 0.265
H -8.815 -4.639 2.680 0.266
H 3.117 6.108 -6.034 0.295
H 3.350 -2.131 4.370 0.368
H -0.742 -4.401 -2.158 0.258
H 6.855 7.119 -4.532 0.370
H -8.399 -2.541 6.791 0.509
H -8.473 -6.272 3.139 0.342
H -6.174 -0.820 4.738 0.321
H 0.793 -0.528 4.626 0.303
H -8.533 -2.615 2.041 0.310
H -7.212 -6.724 4.964 0.357
H 3.244 1.714 -0.952 -0.833
H 4.466 5.372 -6.956 0.312
H 4.239 7.122 -6.886 0.342
H -6.905 -0.997 6.315 0.482
H -5.917 -5.655 5.480 0.373
H 5.445 -1.881 -4.416 0.427
H -0.178 -4.314 -0.110 0.434
H -1.341 -1.732 -1.046 0.082
H -0.310 -2.957 2.784 0.438
H 2.636 4.086 -5.519 0.282
H 0.746 -2.262 4.834 0.388
H -0.652 0.898 -0.531 0.282
H -0.920 -2.853 -3.007 0.238
H 2.821 2.420 -5.087 0.290
H -8.759 -3.922 5.785 0.260
H 3.472 1.918 0.756 0.386
H 5.635 0.219 -0.732 0.437
H -1.337 -3.676 1.014 0.547
H 3.168 -0.422 4.813 0.246
H 5.082 2.792 -2.422 0.418
H 6.076 7.945 -5.871 0.380
H -2.323 -3.824 -2.684 0.428
H -7.277 -3.322 0.976 0.315
H 3.735 4.579 -1.328 0.225
H 2.593 5.914 -1.305 0.638
H 2.915 -0.197 2.611 0.240
```

Calculated values
Lowest unoccupied orbital energy   0.03 eV
Highest occupied orbital energy   -0.2928 hartree
Calculated total energy   -3918.53407 Eh
SMILES   C[C@@H](Cl)Cc1cc(CCF)cc2c1Sc1ccccc1N2CP(=O)(O)O.CN(C)P(=O)(N(C)C)N(C)C.CN(C)P(=O)(N(C)C)N(C)C
Gap between HOMO and LUMO   7.9956 eV

=====

ORCA calculation (ωB97M-V/def2-TZVPD) on a molecular structure, C30H56Ge2N6O5Ti.

The geometry in XYZ format:
```
100
Properties=species:S:1:pos:R:3:mulliken_charge:R:1
Ge 0.439 -0.487 -1.373 1.258
Ge 2.162 -3.263 0.848 -0.029
Ti -1.418 0.147 0.278 -0.493
O -2.124 -1.487 -0.401 0.272
O -1.357 1.869 -0.595 -0.582
O -0.506 1.495 1.365 -0.669
O -2.082 -0.466 2.004 -0.846
O -3.859 0.282 0.272 -0.364
N 1.713 8.926 -1.020 -0.319
N 1.654 3.067 0.937 -0.506
N -3.193 0.288 3.834 0.136
N -3.586 -3.110 -0.956 0.068
N 0.174 8.976 -2.733 -0.371
N -0.303 7.808 -0.796 -0.104
C 2.249 -5.011 1.630 -0.535
C 5.006 -5.316 -1.725 -1.086
C -0.813 -1.179 -3.947 -1.476
C -0.852 -0.130 -2.832 -0.459
C -0.511 2.242 0.316 1.183
C -0.260 4.717 0.481 -0.976
C 2.880 -4.142 -1.704 0.033
C 1.179 -2.291 -1.683 -0.904
C 4.653 -5.922 -2.922 -0.491
C -4.433 0.858 4.417 -0.952
C -4.430 -0.928 -0.242 -1.449
C 1.539 -1.825 1.953 0.490
C 2.542 -4.757 -2.909 -0.368
C 2.003 -1.909 3.413 -1.593
C -4.976 -3.614 -1.065 -1.084
C 0.696 5.911 0.598 -0.346
C 0.523 8.580 -1.509 0.754
C -4.185 0.603 1.633 -1.181
C -3.322 -1.916 -0.546 0.950
C 3.424 -5.642 -3.510 -0.844
C -2.523 -4.073 -1.316 -0.966
C 2.024 -3.119 -1.049 1.188
C 0.465 3.385 0.162 0.273
C -3.087 0.108 2.560 1.023
C 3.300 0.459 -0.995 -0.940
C 4.115 -4.436 -1.127 -0.438
C 3.633 -5.565 2.009 -1.141
C 2.057 0.532 -1.880 -1.022
C -0.027 7.269 0.542 -1.477
C -2.102 -0.062 4.774 -1.093
H 1.952 8.764 -0.058 0.186
H 0.736 3.390 -0.894 0.350
H 1.723 -2.852 3.885 0.394
H 1.208 5.863 1.559 0.420
H -0.744 8.794 -3.101 0.202
H 0.741 9.629 -3.249 0.226
H 1.596 -4.954 2.502 0.570
H -1.552 -3.691 -1.036 0.205
H 0.549 8.006 1.097 0.450
H -4.953 -0.685 -1.164 0.533
H -1.217 -0.348 4.225 0.312
H -5.022 -4.316 -1.892 0.380
H 1.562 -1.099 3.996 0.411
H -5.146 -1.353 0.458 0.704
H -1.867 -0.043 -2.442 0.292
H -5.681 -2.810 -1.264 0.472
H -1.000 4.904 -0.305 0.416
H 1.091 -2.492 -2.757 0.267
H -0.988 7.207 1.049 0.450
H -4.590 1.882 4.081 0.357
H -1.204 7.619 -1.202 0.235
H 1.451 2.999 1.927 0.219
H -5.152 0.192 1.912 0.674
H 2.375 3.765 0.809 0.307
H 4.421 -3.918 -0.213 0.757
H 1.461 5.871 -0.185 0.475
H 2.286 9.593 -1.512 0.226
H 1.578 -4.562 -3.370 0.456
H 4.301 -5.617 1.153 0.292
H 1.765 1.568 -2.072 0.587
H 3.155 -6.116 -4.447 0.437
H 3.654 -0.571 -0.899 0.176
H -1.890 0.807 5.394 0.411
H -2.423 -0.883 5.413 0.402
H -2.555 -4.244 -2.392 0.371
H -5.254 -4.135 -0.150 0.359
H 0.457 -1.915 1.871 -0.150
H 1.833 -0.892 1.490 0.144
H 1.774 -5.631 0.865 0.506
H -5.300 0.249 4.163 0.346
H 3.123 0.873 -0.004 0.161
H -4.258 1.683 1.701 0.506
H 2.272 0.085 -2.857 0.594
H 5.969 -5.518 -1.273 0.461
H 3.086 -1.807 3.491 0.438
H 4.110 -4.982 2.798 0.356
H -1.474 -0.879 -4.762 0.444
H -0.601 0.860 -3.210 0.540
H -0.801 4.604 1.425 0.384
H -4.330 0.861 5.496 0.394
H -2.719 -5.015 -0.807 0.435
H -1.136 -2.165 -3.602 0.271
H 4.118 1.026 -1.446 0.439
H 0.189 -1.281 -4.368 0.402
H 3.505 -6.581 2.382 0.387
H 5.339 -6.612 -3.400 0.438
```

Calculated values
Energy relative to the best compared isomer or geometry (same formula, charge and spin)   14.2 kcal per mole
Lowest unoccupied orbital energy (spin up / spin down)   -10.54 / -10.54 eV
Highest occupied orbital energy (spin up / spin down)   -0.6186 / -0.6186 hartree
Calculated total energy   -6883.54256 Eh
Total charge   +4
Gap between HOMO and LUMO (spin up / spin down)   6.2966 / 6.2957 eV